21
Properties=species:S:1:pos:R:3 method="wB97M-V/def2-TZVPD" smiles=c1ccc2c(c1)Nc1nccnc1S2 e_above_lowest_kcal_mol=113.5
C -3.31885 -0.67421 0.09419
C -3.55587 0.61571 0.06084
C -2.34227 1.32076 -0.14307
C -1.04823 0.89675 -0.01713
C -0.80468 -0.36942 -0.01750
C -1.95800 -1.25801 0.00603
N 0.20264 -1.11212 0.13518
C 1.47785 -0.47985 -0.11840
N 2.57124 -1.16668 0.04658
C 3.77858 -0.86582 -0.10340
C 3.79900 0.78147 -0.09267
N 2.77905 1.68926 0.02807
C 1.68704 0.89292 0.00027
S 0.22760 2.07557 -0.08564
H -4.29094 -1.31101 -0.08121
H -4.56702 1.03335 0.17597
H -2.47084 2.59458 -0.11306
H -2.03185 -2.27632 0.12700
H 0.33734 -2.25245 0.06187
H 4.55875 -1.41686 0.09059
H 4.96946 1.28237 -0.05452

***

111
Properties=species:S:1:pos:R:3 method="wB97M-V/def2-TZVPD" e_tot_ha=-5657.7321 total_charge=+1
C 2.63925 -1.82109 3.90307
C 2.05514 -2.43985 2.62598
C 2.44018 -1.60077 1.40037
C 1.25054 -0.93750 0.61702
C 1.26528 0.55239 0.76543
C 2.24789 1.27311 0.05582
C 3.18676 0.55973 -0.89683
C 2.76740 0.52729 -2.38607
C 1.90814 1.66289 -2.90275
Cl 1.98938 -1.04087 -2.79724
C 2.35493 2.64730 0.23524
C 3.41114 3.40824 -0.52322
O 3.10876 4.24367 -1.30048
O 4.69228 3.00713 -0.36392
I 5.68542 3.68787 1.22780
C 1.47440 3.34134 1.08047
C 1.61968 4.83204 1.26172
C 2.43367 5.20407 2.52821
C 1.66767 5.82447 3.69771
C 1.58816 4.91441 4.88410
O 2.33080 4.00445 5.07442
O 0.62983 5.25850 5.80114
C 0.47651 2.61356 1.70874
Br -0.73286 3.59497 2.76154
N 0.37485 1.24108 1.55655
C -0.69563 0.39641 2.18026
F -0.11438 -0.51994 2.92263
F -1.38659 -0.15648 1.19512
F -1.53247 1.06347 2.93014
H 2.83963 -2.56424 4.66548
H 3.58813 -1.34357 3.67768
H 2.00434 -1.04562 4.32583
H 0.98636 -2.55068 2.71892
H 2.51317 -3.41410 2.53758
H 3.20572 -0.86340 1.62093
H 2.87898 -2.28806 0.68187
H 0.34592 -1.41234 0.94989
H 1.35930 -1.15703 -0.43314
H 4.14054 1.06008 -0.85009
H 3.37675 -0.45920 -0.59504
H 3.68609 0.54426 -2.95632
H 1.49799 1.36064 -3.85769
H 2.52172 2.52981 -3.11008
H 1.06463 1.90245 -2.26331
H 0.65277 5.31709 1.26599
H 2.13864 5.22490 0.40247
H 2.98078 4.34130 2.88873
H 3.17547 5.92920 2.21686
H 0.68284 6.20226 3.44826
H 2.23042 6.68886 4.04663
H -0.19496 4.81027 5.58145
C -4.35634 4.38887 0.23719
C -3.45277 5.11197 -0.74942
C -2.94569 4.15621 -1.81632
O -2.36043 5.72356 -0.04671
H -3.80211 3.59159 0.74493
H -4.71840 5.07637 1.00178
H -5.21564 3.94312 -0.26417
H -3.99953 5.93267 -1.21328
H -2.36315 3.34935 -1.35894
H -2.29252 4.66746 -2.52286
H -3.76899 3.70606 -2.37052
H -1.84499 5.01594 0.35264
C -4.28269 0.06718 -3.26898
C -3.35968 0.74117 -4.27256
C -2.90106 -0.23396 -5.34222
O -2.23224 1.30976 -3.59573
H -3.75904 -0.74810 -2.76098
H -4.60612 0.77769 -2.50635
H -5.16563 -0.34561 -3.75779
H -3.87789 1.57991 -4.73931
H -2.33856 -1.05866 -4.89350
H -2.23947 0.26157 -6.05383
H -3.74671 -0.65264 -5.88794
H -1.75547 0.58559 -3.17798
C 5.76977 -5.92638 0.18948
C 5.10324 -5.12987 1.29891
C 4.85491 -5.98547 2.53127
O 3.86981 -4.56924 0.83447
H 5.12903 -6.75612 -0.12019
H 5.93915 -5.29818 -0.68503
H 6.72667 -6.33441 0.51510
H 5.73217 -4.27943 1.56623
H 4.18695 -6.81624 2.28898
H 4.37672 -5.39756 3.31642
H 5.78575 -6.39564 2.92300
H 3.28947 -5.29808 0.58829
C -7.92258 -1.47384 -7.14285
C -6.57796 -0.77304 -7.25830
C -6.49601 0.06698 -8.52344
O -5.51687 -1.73005 -7.23062
H -8.07080 -2.15103 -7.98788
H -7.96622 -2.07108 -6.23196
H -8.74403 -0.75686 -7.12895
H -6.42305 -0.13479 -6.38590
H -6.60408 -0.56709 -9.40715
H -5.52746 0.56294 -8.59183
H -7.27844 0.82611 -8.54743
H -5.62391 -2.31177 -7.99063
C 0.21468 -6.46534 5.74529
C 0.93044 -5.18043 5.36080
C 0.91877 -4.18450 6.51104
O 0.32513 -4.60989 4.19398
H -0.83136 -6.25917 5.98703
H 0.22695 -7.17346 4.91687
H 0.68118 -6.93515 6.61134
H 1.95945 -5.40787 5.07663
H -0.11019 -3.92260 6.77291
H 1.42954 -3.26334 6.23524
H 1.40283 -4.59769 7.39610
H -0.58589 -4.40229 4.42972

***

9
Properties=species:S:1:pos:R:3 method="wB97M-V/def2-TZVPD" s_squared=2.0069 multiplicity=3 e_above_lowest_kcal_mol=86.9
C 1.17552 -0.13600 -0.08072
C 0.22118 0.91697 -0.25615
C -0.64799 -0.95335 0.56341
N -1.10263 0.24505 -0.01987
O 2.25309 -0.60217 -0.16753
O -1.15740 -0.93804 -0.70738
H 0.17915 1.61468 0.60262
H 0.37249 1.40607 -1.29653
H -1.29340 -1.55320 1.36214